64
Properties=species:S:1:pos:R:3:forces:R:3 method="wB97M-V/def2-TZVPD" total_charge=+1 largest_force_ha_per_bohr=0.0025 energy_ev=-153737.6227 molar_mass_g_mol=759.9 spin_multiplicity=2 e_above_lowest_kj_mol=0.0 s_squared=0.76 orbital_gap_ev="7.074 / 7.119" homo_ev="-10.74 / -10.74"
Cr -0.57834 0.03019 0.41816 0.04 0.00 -0.02
Cl -0.78668 1.68085 -1.82156 0.00 0.02 -0.02
C -2.24420 0.70472 -1.75571 0.03 0.02 -0.02
C -2.28013 -0.14146 -0.67423 -0.01 -0.02 0.00
C -3.38681 -0.96613 -0.56509 0.03 0.00 0.04
Cl -3.47182 -2.07453 0.76639 0.00 0.01 -0.01
C -4.41022 -0.93502 -1.51315 -0.01 0.01 -0.02
Cl -5.76322 -1.97959 -1.36394 0.00 0.00 0.00
C -4.32928 -0.05387 -2.59737 0.02 0.01 0.01
Cl -5.57863 -0.00476 -3.76875 -0.02 0.00 -0.01
C -3.22406 0.78802 -2.73049 -0.03 -0.04 0.03
Cl -3.07447 1.87759 -4.04216 0.01 0.01 -0.01
S 0.49677 -5.76445 -3.57495 0.03 -0.05 0.09
C -0.96089 -6.57899 -3.91916 0.00 0.04 -0.05
C -2.04771 -5.86737 -3.51308 -0.02 -0.03 0.02
C -1.69137 -4.64346 -2.89579 0.02 -0.01 0.02
C -0.33648 -4.44754 -2.84480 -0.03 0.02 -0.06
C 0.38321 -3.30380 -2.28254 -0.03 0.01 -0.01
C -0.28389 -2.44571 -1.38272 0.04 -0.01 0.02
N 0.27860 -1.38156 -0.85303 -0.03 -0.02 -0.06
C 1.56884 -1.10395 -1.15556 -0.05 -0.02 -0.01
C 2.32858 -1.89438 -2.01564 -0.05 0.02 0.06
C 3.69587 -1.52333 -2.25725 0.02 -0.01 -0.03
C 4.24425 -0.44610 -1.65400 0.03 0.01 -0.01
C 3.47854 0.37114 -0.75338 -0.05 0.02 0.04
C 3.99476 1.47142 -0.04838 0.01 -0.05 -0.01
C 3.19433 2.17486 0.82763 -0.01 0.05 0.02
C 1.84851 1.78063 0.95163 0.00 -0.03 0.01
N 1.34104 0.75757 0.29560 -0.02 0.06 -0.02
C 2.14346 0.04066 -0.52840 0.03 -0.01 -0.01
C 3.67746 3.29446 1.63992 -0.08 0.03 -0.02
C 3.27345 3.62396 2.90477 0.05 -0.02 -0.01
C 3.96765 4.74690 3.42293 0.04 -0.04 0.05
C 4.88100 5.24331 2.54432 -0.08 0.06 -0.05
S 4.88227 4.38013 1.07175 0.11 -0.07 0.04
C 1.69537 -3.00797 -2.59017 0.05 0.02 -0.04
H -0.93946 -7.53964 -4.40709 0.00 0.00 -0.01
H -3.06484 -6.20326 -3.64676 0.00 0.00 0.00
H -2.42142 -3.93914 -2.52147 0.01 0.02 0.01
H -1.30441 -2.64500 -1.08494 0.00 -0.02 -0.01
H 4.28338 -2.13227 -2.93221 0.01 0.00 0.00
H 5.27771 -0.18147 -1.83649 0.00 -0.01 0.00
H 5.03737 1.74204 -0.16948 0.00 0.01 0.00
H 1.18002 2.30815 1.61685 -0.01 0.02 -0.02
H 2.54320 3.05084 3.46045 0.00 0.00 0.01
H 3.81150 5.15314 4.41094 0.00 0.00 0.00
H 5.54396 6.08231 2.67851 -0.01 0.01 -0.01
H 2.24881 -3.62556 -3.28819 -0.01 -0.01 0.01
C -0.67348 -1.64533 4.10077 -0.05 -0.01 -0.01
C -0.16830 -0.65678 3.09338 0.00 -0.01 0.06
O 0.37901 0.38466 3.36676 0.03 0.00 -0.02
O -0.38149 -1.04857 1.82347 -0.02 -0.05 0.10
H -0.31096 -1.38649 5.09041 0.01 0.00 0.00
H -0.37355 -2.65535 3.82759 0.02 0.01 0.00
H -1.76516 -1.61752 4.09345 0.01 -0.02 -0.01
C -3.71420 4.11477 2.06815 0.00 -0.01 -0.01
C -2.44349 3.59593 2.74737 -0.01 -0.02 0.02
C -1.85678 2.47428 2.02261 0.02 0.00 -0.02
N -1.39857 1.59895 1.44601 0.01 0.06 0.00
H -4.12212 4.93679 2.65181 0.00 0.00 0.00
H -4.46787 3.33224 2.00163 0.00 0.00 0.00
H -3.49890 4.47791 1.06484 0.00 0.00 0.00
H -2.64439 3.24815 3.76223 -0.01 0.01 0.00
H -1.68131 4.37378 2.81757 0.00 0.00 0.00